{"formula": "C3H3NO2", "method": "ωB97M-V/def2-TZVPD", "fmax_ev_per_a": 10.13, "de_lowest_kcal_mol": 89.3, "lumo_ev": -0.7, "smiles": "N#C[C@H](O)C=O", "orbital_gap_ev": 10.73, "e_homo_ha": -0.4211, "elements": ["C", "C", "C", "H", "H", "H", "N", "O", "O"], "xyz": [[0.105253, -0.576697, 0.034195], [-0.113556, 0.953799, 0.502640], [0.657867, -0.232448, -1.386099], [-1.641455, -0.398016, 0.806137], [1.069711, -1.075695, 0.479974], [0.667213, 1.602534, 0.400006], [1.530840, -0.189112, -2.304116], [-1.042286, -1.272281, 0.402669], [-1.233585, 1.187915, 1.064595]], "atomic_forces_ev_per_a": [[1.193, 1.433, 0.922], [-5.606, -3.354, 3.047], [6.177, -1.513, -6.484], [1.672, -2.772, -1.199], [-1.729, 1.096, -0.482], [1.884, 2.268, -0.375], [-7.180, 0.063, 7.141], [-0.700, 3.378, -0.148], [4.289, -0.599, -2.422]], "mulliken_charge": [0.28, 0.02, 0.07, 0.44, 0.27, 0.46, -0.42, -0.57, -0.53]}

***

{"formula": "C3H4N2OS", "method": "ωB97M-V/def2-TZVPD", "fmax_ev_per_a": 8.79, "de_lowest_kcal_mol": 64.2, "lumo_ev": 0.5, "smiles": "Cn1ncsc1=O", "orbital_gap_ev": 9.51, "e_homo_ha": -0.3312, "elements": ["C", "C", "C", "N", "N", "O", "S", "H", "H", "H", "H"], "xyz": [[2.017587, 1.532340, 0.027564], [1.780533, -0.843647, 0.009875], [-0.639220, -0.733362, 0.168681], [0.804140, 1.186480, 0.003366], [0.603708, -0.066877, -0.064565], [1.658244, -2.290996, -0.116403], [3.165411, 0.159804, -0.028392], [2.381313, 2.504874, 0.279301], [-0.872084, -1.669111, -0.430163], [-0.604976, -0.923933, 1.306452], [-1.397249, -0.055750, -0.045065]], "atomic_forces_ev_per_a": [[1.741, -0.611, 0.290], [-2.422, -8.218, -1.946], [-0.221, -1.673, 1.969], [-1.295, 3.600, 0.413], [3.083, -4.689, -0.548], [1.086, 8.427, 1.087], [-0.941, 0.430, 0.279], [-0.113, 0.481, -0.354], [1.139, 1.162, 0.807], [-0.659, -0.270, -1.798], [-1.397, 1.361, -0.199]], "mulliken_charge": [-0.16, 0.41, -0.72, -0.95, 0.81, -0.62, -0.08, 0.43, 0.25, 0.29, 0.33]}

***

{"formula": "C5H16N2O", "method": "ωB97M-V/def2-TZVPD", "fmax_ev_per_a": 6.01, "de_lowest_kcal_mol": 52.5, "lumo_ev": 0.9, "smiles": "CC(C)CNCN.O", "orbital_gap_ev": 9.72, "e_homo_ha": -0.3226, "elements": ["C", "C", "C", "C", "N", "C", "N", "H", "H", "H", "H", "H", "H", "H", "H", "H", "H", "H", "H", "H", "H", "H", "H", "O"], "xyz": [[0.055943, -0.867480, -0.184180], [-0.200719, -0.196790, -1.512585], [0.435778, -1.005450, -2.749273], [-1.673935, 0.041850, -1.795618], [0.084769, -0.058143, 1.011408], [1.118735, -0.216804, 2.127514], [2.493723, -0.155740, 1.596852], [-0.791116, -1.608981, 0.027054], [0.978390, -1.467106, -0.346236], [0.284338, 0.801805, -1.668956], [1.521943, -0.688464, -2.684657], [0.533377, -2.078201, -2.613252], [0.136074, -0.589783, -3.670495], [-2.307575, -0.814641, -1.981486], [-1.652611, 0.631667, -2.760612], [-2.116820, 0.660586, -1.027406], [0.049512, 0.990047, 0.882445], [0.816019, -1.196062, 2.611065], [0.863817, 0.526037, 2.765478], [2.989403, -0.893978, 1.790238], [2.603213, 0.253813, 0.709686], [-2.767720, 1.438671, 1.538698], [-1.262380, 1.653596, 1.490094], [-2.042765, 2.168276, 1.420672]], "atomic_forces_ev_per_a": [[-0.166, -1.786, 0.368], [-0.134, -0.174, -2.135], [2.568, 1.305, 3.137], [0.307, 1.445, -1.453], [0.692, 3.045, 1.703], [-0.639, -3.522, -4.330], [-4.228, 4.067, 1.307], [1.101, 0.542, -0.772], [-0.207, 0.307, 0.649], [-0.226, -0.650, 0.946], [-0.798, -0.399, -0.199], [-0.873, -0.191, -0.389], [-0.877, -0.181, -1.137], [0.159, -0.537, 0.178], [-0.558, -0.429, 0.976], [-0.258, 0.210, 0.182], [0.391, -1.920, -0.852], [1.139, 0.865, -0.368], [-0.388, 2.436, 2.112], [3.434, -4.772, 0.836], [0.009, 0.267, -0.934], [1.984, 2.143, -0.338], [0.962, -0.849, 0.261], [-3.393, -1.222, 0.251]], "mulliken_charge": [-0.94, 0.89, -1.52, -1.41, -0.23, -0.59, -0.46, 0.21, 0.36, 0.15, 0.36, 0.34, 0.41, 0.35, 0.36, 0.34, 0.35, 0.30, 0.37, 0.19, 0.22, 0.32, 0.32, -0.68]}

***

{"formula": "C3H9N3", "method": "ωB97M-V/def2-TZVPD", "fmax_ev_per_a": 5.46, "de_lowest_kcal_mol": 85.6, "lumo_ev": 0.6, "orbital_gap_ev": 9.43, "e_homo_ha": -0.3256, "elements": ["C", "C", "N", "C", "N", "N", "H", "H", "H", "H", "H", "H", "H", "H", "H"], "xyz": [[-0.745283, -0.586931, -0.022565], [-2.153613, -0.088012, -0.067804], [0.205981, 0.007838, -0.863981], [1.190117, 0.380995, 0.253549], [2.070544, -0.663112, 0.613561], [1.596253, 1.617077, 0.337053], [-0.154627, 0.851617, -1.295066], [1.739852, -1.592809, 0.392985], [2.996986, -0.483768, 0.249285], [1.386679, 2.160637, -0.495629], [-0.604136, -1.659279, 0.102261], [0.009794, -0.074656, 1.082051], [-2.183120, 0.977025, 0.176112], [-2.796051, -0.640500, 0.615389], [-2.559375, -0.206123, -1.077199]], "atomic_forces_ev_per_a": [[1.176, 0.717, 3.584], [-0.016, 0.035, 0.057], [2.052, 0.496, -0.390], [1.767, 1.696, -4.877], [-0.672, 0.087, 0.629], [0.124, -1.596, 0.818], [0.093, 0.061, 0.171], [-0.017, 0.194, -0.018], [-0.198, 0.057, 0.177], [-0.792, -0.016, 0.280], [-0.257, -0.052, -0.121], [-3.278, -1.618, -0.313], [-0.048, -0.082, 0.010], [0.007, 0.072, 0.040], [0.062, -0.051, -0.047]], "mulliken_charge": [-0.09, -1.34, -0.52, 0.57, -0.46, -0.76, 0.30, 0.23, 0.29, 0.22, 0.29, 0.23, 0.32, 0.38, 0.35]}